[1]
Here is the ion C6H13N2 with charge +1 from the OMol25 dataset. Energies are from ωB97M-V/def2-TZVPD.

Positions of all 21 atoms, in Å:
1 N -1.4977 0.3308 0.1040
2 N 2.1007 -0.1207 0.5065
3 C 1.2808 -0.3846 -0.4647
4 C -0.6094 1.2086 0.1661
5 C -2.9559 0.5575 0.3902
6 C 3.0602 0.8826 0.2164
7 C -1.3375 -0.9914 -0.5224
8 C 0.1389 -1.3493 -0.2356
9 H 1.9890 -0.4749 1.3810
10 H 3.9621 0.4449 0.7073
11 H -3.0531 1.3199 1.1622
12 H -3.4678 0.7608 -0.5578
13 H 2.8475 1.8801 0.6586
14 H -1.9748 -1.7181 -0.0890
15 H -3.2869 -0.4684 0.7238
16 H 3.1800 0.8843 -0.8765
17 H -1.4119 -1.0708 -1.6699
18 H 0.0806 -1.5789 0.7842
19 H 1.3249 0.0085 -1.4954
20 H -0.5228 2.0388 0.7511
21 H 0.4007 -2.2946 -0.7695

E_HOMO (spin up / spin down) (eV): -11.9 / -11.9
LUMO level (spin up / spin down) (eV): -3.4 / -3.4
Orbital gap (spin up / spin down) (Ha): 0.311 / 0.311
Energy relative to the best compared isomer or geometry (same formula, charge and spin) (kcal per mole): 94.99
Net charge: +1



[2]
Here is a structure of composition C6H13N2NiS from the OMol25 dataset. Energies are from ωB97M-V/def2-TZVPD.

Positions of all 23 atoms, in Å:
1 Ni 0.8386 -0.6052 -1.7941
2 S -1.1266 -1.0039 -0.9483
3 N 0.8613 1.2470 -1.0558
4 N -2.1559 0.5257 0.9255
5 C -0.1827 -0.6069 1.6306
6 C -2.2142 1.2502 2.0864
7 C -1.1314 -0.3575 0.6392
8 C 1.7359 -1.9686 -2.5973
9 C -1.2322 1.0654 3.0377
10 C -0.2124 0.1301 2.8118
11 H 1.2227 0.2001 -3.1153
12 H -0.0783 1.6378 -0.9235
13 H 1.8609 -2.0011 -3.6693
14 H -1.2688 1.6418 3.9608
15 H -2.8664 0.6630 0.2055
16 H 1.3211 1.2982 -0.1399
17 H 1.3592 1.9039 -1.6653
18 H 2.1921 -0.7784 -2.1904
19 H 0.6615 -2.1228 -2.3356
20 H -3.0521 1.9395 2.1713
21 H 2.3407 -2.6649 -2.0344
22 H 0.5539 -0.0289 3.5683
23 H 0.5730 -1.3643 1.4323

<S²>: 2.03
E_HOMO (spin up / spin down) (eV): -1.3 / -2.3
LUMO level (spin up / spin down) (eV): 3.5 / 3.5
Orbital gap (spin up / spin down) (Ha): 0.179 / 0.213
Energy relative to the best compared isomer or geometry (same formula, charge and spin) (kcal per mole): 44.09
2S+1: 3
Net charge: -1



[3]
Here is a structure of composition C6H13N2O from the OMol25 dataset. Energies are from ωB97M-V/def2-TZVPD.

Positions of all 22 atoms, in Å:
1 O -0.0237 1.2003 -0.0698
2 N -0.9486 0.0882 -0.2214
3 N -3.1688 1.3689 0.2943
4 C -0.8398 -2.5144 -0.2440
5 C 2.1124 2.2426 -0.0518
6 C 1.7673 -0.2935 0.0520
7 C 2.6511 -1.3934 0.3660
8 C -0.6668 -1.1009 -0.2144
9 C 1.3805 0.9314 0.0576
10 H -3.2708 2.4232 -0.0483
11 H -2.0348 0.7478 -0.0335
12 H 1.8336 2.8648 0.7164
13 H -3.9574 0.9171 -0.1374
14 H 3.6842 -1.0935 0.1795
15 H -1.5768 -2.6437 -1.0192
16 H 1.8566 2.6976 -1.1031
17 H 2.3800 -2.4185 -0.2116
18 H 0.0211 -3.1020 -0.2377
19 H -1.4079 -2.7415 0.7961
20 H 3.2297 2.0450 0.0551
21 H -3.0490 1.5804 1.3411
22 H 2.5874 -1.5558 1.3572

E_HOMO (spin up / spin down) (eV): -11.8 / -11.9
LUMO level (spin up / spin down) (eV): -4.0 / -3.7
Orbital gap (spin up / spin down) (Ha): 0.287 / 0.300
Energy relative to the best compared isomer or geometry (same formula, charge and spin) (kcal per mole): 175.36
Net charge: +1



The strongest force on any atom results, record by record, are as follows: 0.10350; 0.08994; 0.10972 hartree/bohr.